1.
This record from OMol25 describes C7H11NPV as an isolated structure. The level of theory is the ωB97M-V functional and the def2-TZVPD basis.

Computed properties:
- Relative energy (zero: lowest compared OMol25 entry of this formula, charge and spin): 0.0 kcal/mol
- 2S+1: 4
- Frontier orbital gap (alpha / beta): 4.53 / 4.64 eV
- Highest occupied orbital energy (alpha / beta): -1.73 / -2.08 eV
- LUMO energy (alpha / beta): 2.80 / 2.55 eV
- Expectation value of S²: 3.9874
- Energy: -1613.17498 Ha
- Total charge: -1

Structure (XYZ):
```
21
C7H11NPV (the ωB97M-V functional and the def2-TZVPD basis)
H -1.8738 -0.5667 -2.6279
H -1.6638 3.0171 1.0421
C 0.2748 -0.1354 -2.1528
C -0.9071 -0.9222 -2.2775
C -0.7188 -0.4727 4.6501
N -0.1024 -0.0286 2.1763
H 0.1028 0.0053 5.2151
C 0.7621 -2.3033 -1.4373
H -0.9479 3.0800 -1.0535
H 0.4939 3.4501 0.6225
H -0.7512 -1.5462 4.8824
C -0.6439 -2.1670 -1.6329
V 0.9432 1.4428 1.4433
H 0.3959 0.9288 -2.3669
P -0.5921 2.5444 0.1996
H -1.3394 -3.0123 -1.6452
C -0.4908 -0.2947 3.2450
H 2.2894 -0.6604 -1.2161
H -1.6712 -0.0042 4.9407
C 1.3256 -0.9943 -1.5702
H 1.2842 -3.1911 -1.0639
```

---

2.
This record from OMol25 describes C7H11NS2 as an isolated structure. The level of theory is the ωB97M-V functional and the def2-TZVPD basis.

Computed properties:
- Relative energy (zero: lowest compared OMol25 entry of this formula, charge and spin): 157.9 kcal/mol
- Frontier orbital gap: 7.17 eV
- Highest occupied orbital energy: -7.88 eV
- LUMO energy: -0.71 eV
- Energy: -1124.21144 Ha

Structure (XYZ):
```
21
C7H11NS2 (the ωB97M-V functional and the def2-TZVPD basis)
S -1.0106 1.2832 -1.1729
H 1.8275 3.3746 1.0138
H -0.0591 -1.3539 0.7139
C 1.8534 1.2068 0.3019
H 2.8492 1.0273 0.6854
H -1.2952 -0.5368 1.7786
H 0.2688 0.3394 1.2382
C -2.5379 -0.7028 -0.6154
C 1.4326 2.4963 0.3658
C 1.3526 0.2463 -0.6754
C -1.3374 0.0326 -0.2054
H -3.8981 -2.1607 -0.1589
H 0.3746 0.3713 -1.0810
H -2.7470 -0.4345 -1.7530
C -3.0226 -1.6791 0.1551
C -0.5132 -0.3577 1.0086
H 0.5400 2.9816 0.0968
H 3.5567 -2.1706 -1.4417
H -2.7093 -1.8860 1.2496
N 1.7939 -0.8209 -1.1532
S 3.2810 -1.2565 -0.3509
```